Run a
Entry from the OMol25 dataset: an isolated molecule of C5H12N2S (ωB97M-V with the def2-TZVPD basis set).

## Properties
Molecular weight: 132.23 g mol⁻¹
LUMO level: 0.71 eV

Positions of all 20 atoms, in Å:
H1 -2.683 0.977 0.900
C1 -1.679 1.378 1.056
H2 -1.366 1.199 2.066
C2 1.272 -1.632 0.674
H3 1.848 -2.422 0.188
S1 1.247 1.864 1.288
H4 0.265 -1.968 0.751
H5 -1.610 2.489 0.869
H6 -1.732 -0.231 -2.960
H7 -0.112 0.217 -2.464
H8 1.155 1.175 2.453
N1 -1.485 -0.044 -0.837
N2 0.605 0.750 0.166
H9 1.253 -0.588 -1.262
H10 -0.806 -1.475 -2.112
C3 1.494 -0.374 -0.216
C4 -0.819 0.617 0.029
H11 1.601 -1.474 1.738
C5 -0.998 -0.407 -2.130
H12 2.549 -0.051 -0.195

***

Run b
Entry from the OMol25 dataset: an isolated molecule of C5H12N2S (ωB97M-V with the def2-TZVPD basis set).

## Properties
Molecular weight: 132.23 g mol⁻¹
LUMO level: 0.65 eV

Positions of all 20 atoms, in Å:
H1 1.692 -0.401 -1.359
H2 0.389 1.899 3.603
C1 0.992 0.504 0.405
C2 1.999 -0.139 -0.455
H3 -2.733 -0.034 -1.029
H4 2.871 0.397 -0.686
H5 0.240 2.912 1.670
H6 -1.562 -2.142 0.138
N1 -0.332 0.153 0.382
S1 1.719 1.232 1.736
H7 -1.549 1.130 -1.710
H8 2.183 -1.069 0.121
H9 -1.120 -2.406 -1.425
C3 0.293 1.891 2.382
H10 0.081 -2.322 -0.224
H11 -1.585 -0.503 -2.565
N2 -0.553 -0.409 -0.815
C4 -1.625 0.026 -1.575
H12 -0.638 1.156 2.001
C5 -0.761 -1.874 -0.597

***

Stability verdict: run a, ahead by 0.1174 hartree

***

Run a
Entry from the OMol25 dataset: a cluster of 2 separate species, C4H6ClNO in total (ωB97M-V with the def2-TZVPD basis set).

## Properties
Molecular weight: 119.55 g mol⁻¹
LUMO level: 0.53 eV

Positions of all 13 atoms, in Å:
H1 0.785 -1.879 -0.803
N1 0.301 1.795 1.968
C1 0.421 1.383 0.851
C2 -1.266 -1.079 -0.620
Cl1 0.055 -2.461 1.363
O1 1.268 0.782 -1.340
C3 0.439 1.279 -0.394
H2 -2.087 -1.023 0.036
C4 -0.163 -1.644 -0.163
H3 -0.589 1.725 -0.788
H4 2.209 0.632 -1.223
H5 -1.217 -0.784 -1.590
H6 -0.157 1.274 2.704

***

Run b
Entry from the OMol25 dataset: a structure of composition C4H6ClNO (ωB97M-V with the def2-TZVPD basis set).

## Properties
Molecular weight: 119.55 g mol⁻¹
LUMO level: 0.55 eV

Positions of all 13 atoms, in Å:
Cl1 1.377 0.207 -2.244
H1 0.424 -2.121 1.257
O1 0.117 -1.939 -1.252
H2 0.953 1.785 -0.496
C1 -0.734 0.427 1.139
H3 -1.320 1.080 -1.138
N1 -1.046 -0.722 0.256
H4 -1.660 0.885 1.627
C2 -0.603 0.633 -0.360
H5 1.743 0.292 0.152
C3 0.836 0.673 -0.681
H6 0.062 0.423 1.683
C4 -0.147 -1.622 0.059

***

Stability verdict: run a, ahead by 0.0489 hartree